A) Here is an isolated molecule of C4H6OS from the OMol25 dataset. Energies are from wB97M-V/def2-TZVPD.

Geometry (Å):
C (-0.3952, 1.8658, -0.1274)
C (-0.5430, 0.4794, 0.4472)
C (-1.4254, -0.4992, -0.3964)
O (-2.4129, -0.9894, -0.0497)
C (0.6362, -0.4071, 0.5986)
S (2.0198, -0.3979, -0.2031)
H (0.4519, 1.9170, -0.7976)
H (-1.2801, 2.0475, -0.7481)
H (-0.2166, 2.6431, 0.6022)
H (-1.1503, 0.5759, 1.4505)
H (-0.9955, -0.5548, -1.4844)
H (0.5412, -0.9798, 1.4922)

Summary:
gap between HOMO and LUMO = 8.335 eV
highest occupied orbital energy = -9.002 eV
structure (SMILES) = C[C@@H](C=O)C=S

---

B) Here is a structure of composition C4H6OS from the OMol25 dataset. Energies are from wB97M-V/def2-TZVPD.

Geometry (Å):
C (-1.2512, -0.2192, -1.0665)
C (-0.1604, -0.4705, -0.0427)
C (-0.0936, 0.4066, 1.2690)
C (1.2707, 0.2123, -0.2419)
H (-1.6306, 0.7977, -1.1003)
H (-0.1397, -1.5653, 0.0645)
H (-0.9114, 1.1328, 1.3859)
H (0.0522, -0.2021, 2.1544)
H (1.4394, 0.7469, -1.1312)
H (2.0296, -0.5339, -0.0653)
O (1.1692, 1.0187, 0.9050)
S (-1.7744, -1.3239, -2.1307)

Summary:
gap between HOMO and LUMO = 8.500 eV
highest occupied orbital energy = -8.947 eV

---

C) Here is an isolated molecule of C4H6OS from the OMol25 dataset. Energies are from wB97M-V/def2-TZVPD.

Geometry (Å):
C (1.1119, -1.5811, 0.0470)
C (0.6623, -0.1725, -0.2188)
O (1.5252, 0.7227, -0.2709)
C (-0.7417, 0.1653, -0.1142)
C (-1.0800, 1.5885, 0.0187)
S (-1.9306, -0.9541, -0.1789)
H (1.3747, -1.6453, 1.1153)
H (0.3353, -2.2972, -0.1838)
H (2.1160, -1.6944, -0.5352)
H (-1.3341, 1.9764, -0.9098)
H (-0.1986, 2.1696, 0.4201)
H (-1.8404, 1.7221, 0.8106)

Summary:
gap between HOMO and LUMO = 7.594 eV
highest occupied orbital energy = -9.128 eV
structure (SMILES) = CC(=O)C(C)=S

---

Name the least stable of them. B).

---

A) Here is an isolated molecule of C4H6OS from the OMol25 dataset. Energies are from wB97M-V/def2-TZVPD.

Geometry (Å):
C (-1.3829, 0.6069, 0.1114)
C (0.1032, 0.3000, -0.3351)
C (0.2644, -1.4127, -0.4019)
O (-0.4282, -2.0282, 0.3594)
C (1.1873, 0.5564, 0.5855)
S (2.7519, 0.7091, 0.0078)
H (-1.5165, 0.3158, 1.0495)
H (-1.8819, 0.0326, -0.6488)
H (-1.4468, 1.6167, 0.0964)
H (0.4405, 0.5154, -1.3898)
H (0.9992, -1.7245, -1.0395)
H (0.9099, 0.5124, 1.6051)

Summary:
gap between HOMO and LUMO = 8.193 eV
highest occupied orbital energy = -8.817 eV
structure (SMILES) = C[C@H](C=O)C=S

---

B) Here is an isolated molecule of C4H6OS from the OMol25 dataset. Energies are from wB97M-V/def2-TZVPD.

Geometry (Å):
C (-1.3010, -0.1359, 0.3066)
O (-0.8551, 0.3212, -1.0369)
C (0.6144, 0.2797, -1.1057)
C (1.0008, -0.5795, 0.1381)
S (1.4517, -0.6371, 1.8024)
C (0.0941, 0.2099, 0.9775)
H (-1.6665, -1.1994, 0.6482)
H (-1.9804, 0.7788, 0.6987)
H (0.8074, -0.1592, -2.0101)
H (1.1486, 1.3020, -1.0423)
H (0.3928, -1.4211, -0.1279)
H (0.2932, 1.2405, 0.7514)

Summary:
gap between HOMO and LUMO = 10.139 eV
highest occupied orbital energy = -9.260 eV
structure (SMILES) = C1OC[C@H]2S[C@H]12

---

Name the least stable of them. B).

---

A) Here is an isolated molecule of C4H6OS from the OMol25 dataset. Energies are from wB97M-V/def2-TZVPD.

Geometry (Å):
O (2.6751, -0.8259, -0.3245)
C (2.3049, 0.4238, 0.1230)
C (0.7777, 0.1741, 0.4264)
C (-0.1722, 0.9050, -0.1783)
C (-1.5382, 0.8679, -0.0166)
S (-2.2687, -0.6529, -0.0295)
H (2.4000, -1.6573, 0.0279)
H (2.9329, 0.5309, 1.1505)
H (2.7414, 1.0667, -0.7665)
H (0.6251, -0.7119, 1.1536)
H (0.2116, 1.7406, -0.6587)
H (-2.2463, 1.8605, 0.0347)

Summary:
gap between HOMO and LUMO = 7.821 eV
highest occupied orbital energy = -8.627 eV
structure (SMILES) = OC/C=C/C=S

---

B) Here is an isolated molecule of C4H6OS from the OMol25 dataset. Energies are from wB97M-V/def2-TZVPD.

Geometry (Å):
C (-0.7860, 1.9298, 0.1171)
C (-0.4684, 0.4973, -0.3023)
C (-1.7744, -0.4066, -0.1101)
O (-1.7563, -1.6135, -0.0050)
C (0.5825, -0.2537, 0.4095)
S (2.1238, -0.2845, -0.0884)
H (0.2163, 2.4442, 0.0481)
H (-1.1649, 2.0085, 1.1782)
H (-1.5059, 2.3960, -0.5555)
H (-0.2952, 0.6058, -1.3447)
H (-2.7572, 0.0659, 0.0682)
H (0.2542, -0.6611, 1.3753)

Summary:
gap between HOMO and LUMO = 8.487 eV
highest occupied orbital energy = -8.922 eV
structure (SMILES) = C[C@H](C=O)C=S

---

Name the least stable of them. A).